No. 1
The following is a DFT calculation (wB97M-V/def2-TZVPD) of 2 unconnected molecules or ions with the total composition CF3IO in a non-equilibrium geometry.

## Properties
Net charge: 0
ΔE to the lowest compared entry with this formula, charge and spin, kcal/mol: 95.85
HOMO-LUMO gap (alpha / beta), Eh: 0.2519 / 0.3399

Each line ends with the Mulliken charge.
Geometry (Å):
C: 0.893 -0.544 0.623  0.501
O: -2.417 0.708 -0.374  -0.408
F: 0.743 -1.773 0.982  -0.164
F: 0.987 -0.388 -0.683  -0.166
F: 1.815 0.112 1.254  -0.167
I: -2.022 1.884 -1.802  0.403

No. 2
The following is a DFT calculation (wB97M-V/def2-TZVPD) of 15 unconnected molecules or ions with the total composition C19H68N10O15 in a non-equilibrium geometry.

## Properties
Net charge: 0
ΔE to the lowest compared entry with this formula, charge and spin, kcal/mol: 7.64
HOMO-LUMO gap, Eh: 0.2905

Each line ends with the Mulliken charge.
Geometry (Å):
C: -4.169 -0.053 4.479  -1.390
C: -3.528 0.697 3.337  0.089
O: -2.469 -0.100 2.857  0.006
H: -4.861 0.604 5.018  0.451
H: -3.371 -0.384 5.171  0.247
H: -4.717 -0.918 4.082  0.312
H: -3.154 1.633 3.687  0.170
H: -4.171 0.935 2.542  0.167
H: -1.716 -0.002 3.438  0.075
C: 2.991 -3.745 -3.243  -0.550
C: 1.667 -4.000 -3.959  -0.508
O: 0.689 -3.079 -3.633  -0.458
H: 2.780 -3.363 -2.239  -0.080
H: 3.570 -3.065 -3.926  0.236
H: 3.670 -4.658 -3.213  0.394
H: 1.280 -4.977 -3.642  0.381
H: 1.797 -4.025 -5.002  0.346
H: 0.354 -3.167 -2.754  0.209
C: 3.589 3.678 -0.618  -1.550
C: 2.795 2.393 -0.840  0.619
O: 1.770 2.351 0.069  -0.467
H: 4.216 3.686 0.298  0.264
H: 2.930 4.514 -0.625  0.341
H: 4.357 3.789 -1.388  0.404
H: 3.423 1.540 -0.550  0.087
H: 2.374 2.205 -1.839  -0.023
H: 1.613 1.438 0.333  -0.161
C: -0.227 -0.040 -1.147  1.189
C: -0.442 0.021 0.336  -0.014
O: 0.759 -0.325 0.933  3.402
H: 0.518 -0.820 -1.383  -0.543
H: 0.227 1.017 -1.269  -0.157
H: -1.085 -0.055 -1.806  -0.353
H: -1.286 -0.684 0.561  -0.337
H: -0.833 1.000 0.668  -0.711
H: 0.553 -0.907 1.669  -1.088
C: -1.711 3.815 -2.481  0.160
O: -0.835 2.914 -3.016  -0.701
N: -1.665 4.097 -1.231  -0.353
N: -2.807 4.204 -3.066  -0.317
H: -0.788 4.050 -0.726  0.149
H: -2.390 4.641 -0.775  0.294
H: -2.924 3.715 -3.999  0.298
H: -3.648 4.663 -2.780  0.230
C: -2.327 -0.176 -4.162  0.133
O: -2.339 -1.440 -4.866  -0.757
N: -3.140 0.199 -3.245  -0.062
N: -1.572 0.773 -4.506  -0.134
H: -3.897 -0.461 -2.921  0.285
H: -2.989 0.970 -2.515  0.150
H: -1.034 0.597 -5.405  0.297
H: -1.128 1.351 -3.735  0.229
C: -0.975 -2.990 2.034  0.109
O: -0.035 -2.231 2.677  -0.531
N: -2.241 -2.700 2.087  -0.145
N: -0.607 -4.026 1.290  -0.499
H: -2.402 -1.751 2.553  0.233
H: -2.998 -3.272 1.682  0.231
H: 0.365 -4.378 1.496  0.222
H: -1.332 -4.795 1.153  0.318
C: 2.456 -2.167 4.779  0.641
O: 1.975 -3.050 5.798  -0.773
N: 2.839 -2.607 3.618  -0.170
N: 2.614 -0.921 4.922  -0.416
H: 2.429 -3.519 3.299  0.224
H: 2.822 -1.894 2.915  -0.192
H: 2.255 -0.588 5.809  0.233
H: 2.869 -0.227 4.171  0.466
C: 2.639 -0.014 -3.723  0.497
O: 3.240 -0.644 -2.620  -0.622
N: 1.733 -0.640 -4.457  -0.219
N: 3.057 1.133 -4.161  -0.364
H: 1.295 -1.492 -4.021  0.172
H: 1.117 -0.137 -5.047  0.200
H: 3.775 1.537 -3.570  0.288
H: 2.680 1.629 -4.985  0.190
C: -1.974 -3.074 -1.620  -0.477
O: -0.756 -3.731 -1.344  -0.765
H: -2.268 -2.343 -0.873  -0.052
H: -2.784 -3.773 -1.589  0.332
H: -1.914 -2.626 -2.573  0.295
H: -0.649 -3.701 -0.348  0.533
C: 3.756 -2.962 0.314  -0.614
O: 2.368 -3.169 0.567  -0.362
H: 4.322 -2.340 0.973  0.141
H: 3.884 -2.579 -0.669  0.115
H: 4.272 -3.934 0.294  0.400
H: 1.898 -2.501 0.128  0.006
C: 4.042 0.235 1.718  -0.530
O: 3.306 0.684 2.789  -0.598
H: 4.663 -0.523 2.085  0.555
H: 4.614 1.068 1.260  0.389
H: 3.410 -0.222 1.007  -0.177
H: 3.081 1.623 2.603  0.255
C: -4.050 2.047 -0.533  -0.559
O: -2.730 1.693 -0.839  0.182
H: -4.327 2.070 0.541  -0.251
H: -4.785 1.404 -1.077  0.255
H: -4.215 3.028 -1.027  0.290
H: -2.300 2.596 -0.927  0.124
C: -0.050 1.584 3.935  -0.337
O: -0.258 0.280 4.464  -0.762
H: -0.910 2.197 4.100  0.303
H: 0.269 1.488 2.893  -0.222
H: 0.759 2.191 4.360  0.388
H: 0.533 -0.211 4.521  0.188
C: -3.007 4.069 1.874  -0.584
O: -3.217 5.174 0.969  -0.619
H: -2.235 3.439 1.404  0.162
H: -3.835 3.404 1.998  0.238
H: -2.674 4.387 2.839  0.442
H: -2.483 5.769 1.137  0.323

No. 3
The following is a DFT calculation (wB97M-V/def2-TZVPD) of 2 unconnected molecules or ions with the total composition C3H13N2O in a non-equilibrium geometry.

## Properties
Net charge: +1
ΔE to the lowest compared entry with this formula, charge and spin, kcal/mol: 45.75
HOMO-LUMO gap, Eh: 0.3452

Each line ends with the Mulliken charge.
Geometry (Å):
N: -0.249 1.192 -1.179  -0.296
C: 0.747 0.796 0.045  0.129
C: 1.628 -0.338 -0.468  -1.208
C: -0.175 0.218 1.169  -0.439
N: 0.520 -0.392 2.293  -0.490
H: -0.681 2.094 -1.075  0.368
H: -0.912 0.414 -1.089  0.204
H: 0.027 1.022 -2.214  0.390
H: 1.210 1.685 0.423  0.370
H: 1.024 -1.202 -0.884  0.291
H: 2.525 -0.641 0.124  0.329
H: 2.068 -0.126 -1.422  0.460
H: -0.931 1.040 1.546  0.282
H: -0.845 -0.530 0.851  0.277
H: 0.035 -0.688 3.063  0.178
H: 1.336 -0.028 2.696  0.174
H: -2.338 -2.149 -0.790  0.348
H: -2.936 -1.053 -1.722  0.325
O: -2.053 -1.314 -1.366  -0.692

No. 4
The following is a DFT calculation (wB97M-V/def2-TZVPD) of a molecular structure, C39H43ClP2PtSi2 in a non-equilibrium geometry.

## Properties
Spin multiplicity: 5
Net charge: +2
ΔE to the lowest compared entry with this formula, charge and spin, kcal/mol: 1.15
HOMO-LUMO gap (alpha / beta), Eh: 0.2584 / 0.1056

Each line ends with the Mulliken charge.
Geometry (Å):
C: -2.109 -0.760 4.502  -0.368
C: -2.705 -0.345 3.287  -1.302
C: -2.214 -1.191 2.224  -0.496
H: -3.505 0.385 3.178  0.596
C: -1.315 -2.182 2.841  -0.182
C: -1.281 -1.879 4.265  -0.774
H: -0.833 -2.511 5.029  0.596
H: -2.329 -0.351 5.487  0.477
H: -2.576 -1.267 1.205  1.047
H: -0.986 -3.093 2.343  0.655
Pt: -0.068 -0.402 2.266  0.740
Si: 0.581 -0.204 -3.690  0.789
C: 0.515 1.377 -4.644  0.614
C: 1.663 1.723 -5.365  -0.730
H: 2.595 1.183 -5.184  0.413
C: 1.587 2.712 -6.345  -0.589
H: 2.454 2.911 -6.973  0.413
C: 0.407 3.434 -6.532  -0.539
H: 0.344 4.193 -7.312  0.397
C: -0.695 3.178 -5.715  -0.669
H: -1.592 3.783 -5.804  0.423
C: -0.656 2.127 -4.799  -0.149
H: -1.535 1.886 -4.202  0.502
C: 0.861 -1.571 -4.902  0.532
C: 0.104 -1.558 -6.089  -0.464
H: -0.559 -0.715 -6.311  0.324
C: 0.168 -2.636 -6.975  -0.637
H: -0.452 -2.632 -7.875  0.396
C: 1.018 -3.715 -6.708  -0.482
H: 1.063 -4.554 -7.400  0.393
C: 1.807 -3.707 -5.549  -0.571
H: 2.491 -4.536 -5.359  0.387
C: 1.717 -2.652 -4.637  -0.372
H: 2.294 -2.661 -3.709  0.345
H: -0.808 -0.322 -3.278  -0.256
Si: 0.274 0.005 0.007  -0.624
C: -0.453 -1.587 -0.719  1.877
C: -1.658 -1.548 -1.444  -0.373
H: -2.095 -0.586 -1.731  0.276
C: -2.275 -2.733 -1.857  -0.772
H: -3.171 -2.675 -2.477  0.489
C: -1.765 -3.963 -1.436  -0.703
H: -2.318 -4.876 -1.648  0.452
C: -0.548 -4.013 -0.749  -0.650
H: -0.125 -4.973 -0.454  0.518
C: 0.125 -2.831 -0.424  -0.949
H: 1.086 -2.879 0.087  0.457
C: -0.794 1.459 -0.489  1.584
C: -2.122 1.567 -0.041  -0.382
H: -2.535 0.843 0.669  0.341
C: -2.949 2.607 -0.487  -0.643
H: -3.974 2.677 -0.109  0.459
C: -2.467 3.543 -1.404  -0.737
H: -3.117 4.338 -1.776  0.429
C: -1.144 3.453 -1.841  -0.725
H: -0.753 4.173 -2.559  0.514
C: -0.311 2.440 -1.366  -0.680
H: 0.721 2.386 -1.709  0.517
H: 1.511 -0.250 -2.537  -0.305
Cl: 2.290 0.399 -0.286  -0.604
C: 3.311 -0.312 3.106  -0.963
P: 1.692 -0.906 3.638  1.290
C: 1.938 -2.629 4.060  -1.658
C: 1.340 0.063 5.150  0.308
C: 1.691 -0.390 6.417  -0.882
C: 1.375 0.382 7.538  -0.711
C: 0.631 1.548 7.387  -0.781
C: 0.262 1.998 6.116  -0.807
C: 0.638 1.274 4.985  0.379
P: 0.082 1.666 3.292  0.529
C: -1.418 2.618 3.407  -1.444
C: 1.297 2.738 2.478  -0.857
H: 3.253 0.048 2.074  0.110
H: 4.005 -1.159 3.162  0.553
H: 3.668 0.477 3.777  0.424
H: 2.729 -2.697 4.818  0.593
H: 1.014 -3.081 4.436  0.372
H: 2.263 -3.144 3.143  0.398
H: 2.194 -1.349 6.521  0.360
H: 1.711 0.057 8.520  0.453
H: 0.325 2.112 8.267  0.444
H: -0.328 2.904 6.003  0.463
H: -1.181 3.619 3.781  0.593
H: -1.875 2.689 2.415  0.194
H: -2.125 2.134 4.085  0.441
H: 1.263 3.722 2.960  0.484
H: 2.317 2.342 2.558  0.283
H: 1.044 2.850 1.416  0.206

No. 5
The following is a DFT calculation (wB97M-V/def2-TZVPD) of 5 unconnected molecules or ions with the total composition C39H25F6NO22 in a non-equilibrium geometry.

## Properties
Net charge: 0
Structure (SMILES): CCON1C(=O)c2cccc(C(=O)C(F)(F)C(F)(F)C(F)(F)C(=O)O)c2C1=O.O=C1C=C(O)C(=O)C=C1O.O=C1C=C(O)C(=O)C=C1O.O=C1C=C(O)C(=O)C=C1O.O=C1C=C(O)C(=O)C=C1O
HOMO-LUMO gap, Eh: 0.2760

Each line ends with the Mulliken charge.
Geometry (Å):
C: 1.774 -2.717 5.180  -0.805
C: 1.297 -1.353 4.413  0.423
O: 2.372 -0.750 3.621  -0.278
N: 2.180 -0.956 2.299  0.339
C: 3.369 -0.758 1.416  0.247
O: 4.519 -0.418 1.764  -0.597
C: 2.717 -1.053 -0.010  -0.145
C: 3.293 -1.593 -1.338  -0.641
C: 2.258 -1.750 -2.521  -0.610
C: 0.733 -1.384 -2.355  -0.455
C: 0.173 -0.836 -0.983  0.695
C: -1.351 -0.465 -0.737  -0.072
O: -1.862 0.369 -1.546  -0.526
C: -2.312 -1.079 0.392  0.829
F: -3.498 -0.256 0.396  -0.314
F: -1.796 -0.996 1.720  -0.219
C: -2.821 -2.574 0.117  0.450
F: -3.649 -2.921 1.248  -0.303
F: -3.701 -2.563 -1.005  -0.269
C: -1.672 -3.694 0.050  1.015
F: -2.177 -4.826 0.787  -0.301
F: -0.461 -3.330 0.720  -0.150
C: -1.341 -4.245 -1.419  0.012
O: -0.927 -5.433 -1.517  -0.481
O: -1.516 -3.531 -2.633  -0.299
C: 1.214 -0.670 0.147  0.407
C: 1.119 -0.126 1.641  0.397
O: 0.431 0.761 2.185  -0.598
H: 2.613 -3.146 4.528  0.171
H: 2.095 -2.468 6.245  0.173
H: 0.872 -3.441 5.141  0.366
H: 0.933 -0.557 5.172  0.330
H: 0.379 -1.654 3.803  -0.221
H: 4.394 -1.865 -1.416  0.415
H: 2.595 -2.143 -3.551  0.322
H: 0.020 -1.514 -3.232  0.437
H: -2.459 -3.524 -2.920  0.334
C: 6.151 -2.466 3.812  -0.950
C: 7.260 -3.066 3.372  0.388
C: 7.953 -4.109 4.181  0.810
O: 8.953 -4.649 3.740  -0.618
C: 7.395 -4.442 5.496  -0.925
C: 6.288 -3.841 5.937  0.376
C: 5.580 -2.817 5.116  0.844
O: 4.561 -2.301 5.544  -0.525
O: 5.760 -4.139 7.157  -0.590
O: 7.805 -2.748 2.164  -0.568
H: 5.638 -1.709 3.234  0.670
H: 7.916 -5.188 6.081  0.417
H: 4.966 -3.574 7.241  0.342
H: 8.594 -3.317 2.078  0.345
C: -2.844 0.548 -5.018  -0.696
C: -2.974 1.789 -5.496  0.167
C: -2.467 2.157 -6.847  0.733
O: -2.620 3.294 -7.256  -0.455
C: -1.790 1.121 -7.635  -0.845
C: -1.658 -0.118 -7.157  0.308
C: -2.190 -0.493 -5.816  0.975
O: -2.066 -1.641 -5.418  -0.604
O: -1.030 -1.090 -7.876  -0.571
O: -3.577 2.768 -4.767  -0.574
H: -3.210 0.267 -4.040  0.421
H: -1.411 1.406 -8.607  0.454
H: -1.065 -1.891 -7.317  0.336
H: -3.548 3.568 -5.330  0.287
C: -3.028 -0.457 5.799  -1.152
C: -4.262 -0.330 6.292  0.330
C: -4.501 -0.142 7.752  0.819
O: -5.640 -0.011 8.164  -0.608
C: -3.335 -0.128 8.642  -0.858
C: -2.102 -0.258 8.150  0.273
C: -1.863 -0.418 6.688  0.843
O: -0.719 -0.516 6.270  -0.488
O: -1.010 -0.249 8.966  -0.597
O: -5.354 -0.366 5.480  -0.560
H: -2.841 -0.592 4.742  0.798
H: -3.523 -0.008 9.701  0.425
H: -0.242 -0.357 8.372  0.335
H: -6.123 -0.252 6.073  0.343
C: -1.150 7.795 -8.568  -0.820
C: -1.890 6.732 -8.241  0.382
C: -2.778 6.743 -7.043  0.914
O: -3.454 5.762 -6.786  -0.574
C: -2.796 7.952 -6.212  -0.997
C: -2.054 9.012 -6.538  0.406
C: -1.188 9.011 -7.750  0.929
O: -0.538 10.005 -8.027  -0.609
O: -2.060 10.140 -5.774  -0.567
O: -1.863 5.595 -8.990  -0.553
H: -0.504 7.801 -9.436  0.431
H: -3.431 7.940 -5.336  0.421
H: -1.447 10.758 -6.219  0.347
H: -2.480 4.976 -8.548  0.363

What energy values result from the calculations? In sequence: -710.46751; -2440.69370; -306.56278; -3352.53237; -3810.03358 Ha.